No. 1
{"formula": "C20H26N2O5", "method": "ωB97M-V/def2-TZVPD", "elements": ["H", "C", "H", "C", "C", "C", "C", "H", "H", "H", "O", "H", "H", "O", "C", "H", "H", "H", "H", "C", "H", "H", "H", "H", "C", "H", "N", "C", "H", "H", "C", "H", "C", "H", "H", "H", "C", "C", "H", "N", "C", "O", "C", "O", "C", "H", "H", "H", "C", "C", "C", "C", "O"], "positions_angstrom": [[6.999, 3.348, -0.915], [4.286, -0.281, -1.016], [-6.981, 3.134, -0.643], [-4.856, -0.056, 0.955], [-6.313, 0.095, 0.472], [2.815, 0.151, -1.023], [4.392, -1.781, -0.730], [-0.524, -2.900, -1.673], [7.554, 3.700, 0.729], [-6.847, 1.124, -2.511], [-6.421, -0.079, -0.932], [-2.868, -2.136, -1.744], [7.610, 2.043, 0.114], [5.823, 0.070, 0.826], [7.045, 2.972, 0.104], [-7.735, 1.428, 1.469], [1.079, 0.019, 0.257], [-4.626, -1.103, -0.732], [2.306, -0.335, -1.858], [3.628, -2.145, 0.542], [5.060, 3.655, 0.653], [-6.099, 2.072, 1.315], [4.723, -0.060, -1.998], [4.110, -1.680, 1.407], [-6.872, 1.491, 0.811], [-2.422, -0.415, 2.141], [2.255, -1.689, 0.473], [-6.417, 1.211, -1.513], [2.613, 0.243, 1.128], [2.741, 1.231, -1.152], [-2.000, -0.945, 1.304], [3.609, -3.228, 0.677], [5.642, 2.731, 0.641], [-6.888, -0.711, 0.942], [5.691, 2.307, 1.650], [3.974, -2.336, -1.572], [-0.684, -1.366, 1.328], [1.259, -2.593, 0.299], [-5.386, 1.588, -1.592], [-4.126, -0.814, 0.104], [-0.938, -2.340, -0.848], [-4.465, 0.450, 1.985], [-7.233, 2.080, -0.557], [1.469, -3.791, 0.226], [5.094, 0.530, -0.013], [-8.296, 1.951, -0.759], [5.438, -2.062, -0.609], [-0.079, -1.170, 2.201], [-2.250, -1.916, -0.885], [-2.792, -1.212, 0.190], [-0.136, -2.054, 0.250], [2.131, -0.265, 0.283], [4.907, 1.840, -0.201]], "forces_ev_per_angstrom": [[0.03, 0.07, -0.07], [0.02, -0.10, -0.09], [-0.03, 0.06, -0.01], [-0.38, 0.06, -0.32], [-0.03, 0.06, 0.44], [0.03, 0.11, 0.20], [0.05, 0.17, 0.22], [0.02, -0.08, -0.07], [0.09, 0.09, 0.05], [0.08, 0.03, 0.03], [-0.15, -0.34, 0.07], [-0.06, -0.02, -0.10], [0.07, -0.03, 0.01], [0.14, 0.01, 0.13], [-0.37, -0.19, 0.01], [0.03, 0.01, 0.03], [0.20, 0.03, 0.07], [0.07, 0.15, 0.22], [-0.02, 0.01, -0.02], [0.27, -0.42, -0.02], [0.04, -0.13, 0.02], [-0.09, -0.03, 0.03], [-0.01, 0.02, 0.08], [-0.04, -0.05, -0.04], [0.12, -0.02, 0.01], [-0.02, 0.01, 0.02], [0.14, 0.03, 0.18], [-0.03, 0.47, -0.17], [-0.09, 0.03, 0.02], [-0.04, -0.02, -0.05], [-0.12, 0.09, 0.14], [0.04, 0.17, 0.04], [0.38, 0.19, 0.34], [0.09, 0.10, -0.03], [-0.08, 0.12, -0.14], [0.00, -0.02, -0.03], [0.07, -0.17, -0.30], [-0.11, 0.05, 0.09], [-0.06, -0.03, -0.03], [-0.13, -0.29, -0.49], [0.10, 0.05, 0.12], [0.07, 0.00, 0.24], [0.03, -0.24, -0.15], [-0.06, -0.26, -0.15], [-0.10, -0.26, -0.25], [0.00, 0.04, -0.05], [-0.01, -0.05, -0.05], [0.07, 0.05, 0.08], [-0.04, 0.07, 0.08], [0.36, -0.04, 0.14], [-0.22, -0.10, 0.08], [-0.17, 0.37, -0.37], [-0.17, 0.14, -0.21]], "relative_energy_kj_mol": 51.3, "energy_ev": -34381.2645, "charge": 0, "smiles": "CCOC(=O)C1CCN(C(=O)c2ccc(NC(=O)[C@H]3CCCO3)cc2)CC1"}

No. 2
{"formula": "C4H9B", "method": "ωB97M-V/def2-TZVPD", "elements": ["C", "C", "H", "H", "H", "H", "H", "C", "H", "H", "H", "B", "H", "C"], "positions_angstrom": [[2.393, 0.045, -0.294], [1.421, -0.529, 0.376], [-1.713, -1.732, 0.791], [3.431, -0.221, -0.143], [-1.176, -1.975, -0.845], [-2.511, -0.871, -0.511], [-0.631, 1.913, -0.808], [-1.542, -1.217, -0.155], [-0.215, 1.991, 0.879], [-1.884, 1.685, 0.392], [1.581, -1.301, 1.110], [-0.526, -0.061, 0.080], [2.215, 0.808, -1.035], [-0.843, 1.464, 0.164]], "forces_ev_per_angstrom": [[0.47, 0.11, -0.13], [-4.54, 0.70, -0.47], [0.04, -0.07, 0.21], [0.15, -0.05, 0.04], [0.15, -0.09, -0.03], [-0.09, 0.08, 0.01], [0.06, 0.04, -0.22], [0.12, 0.21, -0.19], [0.13, -0.02, 0.03], [-0.16, -0.04, -0.07], [0.27, -0.21, 0.14], [3.50, -0.62, 0.65], [-0.08, 0.19, -0.15], [0.00, -0.22, 0.18]], "relative_energy_kj_mol": 80.8, "energy_ev": -4968.4530, "charge": 0}

No. 3
{"formula": "C26H25Cl5N4O4SZr", "method": "ωB97M-V/def2-TZVPD", "elements": ["H", "H", "H", "N", "C", "C", "H", "C", "C", "H", "S", "H", "Cl", "Cl", "C", "H", "Cl", "Cl", "C", "C", "H", "H", "C", "H", "H", "C", "Cl", "C", "H", "C", "H", "H", "C", "O", "C", "C", "H", "Zr", "H", "C", "C", "H", "N", "H", "C", "H", "H", "H", "C", "N", "O", "C", "H", "H", "O", "C", "N", "C", "H", "C", "C", "C", "H", "C", "O", "C"], "positions_angstrom": [[0.083, -0.190, -2.222], [1.188, 2.723, 3.439], [-0.964, 2.255, -1.717], [-0.778, 1.204, -3.541], [0.490, -5.363, 2.530], [1.885, 2.899, -1.917], [2.790, 2.389, 5.557], [-0.413, -3.370, 1.513], [-0.785, -0.176, -2.877], [-5.527, -0.364, -0.441], [1.869, -0.422, 0.443], [3.111, -0.758, -2.074], [-0.220, -6.241, 4.988], [-2.062, -3.706, 5.137], [-4.451, -0.729, -2.254], [-5.337, -0.948, -2.833], [1.520, -6.720, 2.445], [1.384, -4.696, 0.051], [-3.200, -0.733, -2.859], [-2.125, -0.221, -0.735], [1.698, -2.146, 4.266], [0.203, 1.465, -3.671], [0.020, 0.978, 2.965], [-1.279, 2.183, -5.334], [-2.452, 0.951, -4.795], [-0.285, -5.147, 3.677], [-2.182, -1.734, 2.684], [0.434, -4.473, 1.458], [-0.892, 0.453, -5.515], [2.248, 1.491, 5.848], [-2.469, 2.086, -2.653], [2.516, -1.245, 5.495], [0.598, 1.953, 3.940], [3.397, 3.700, -4.931], [1.281, -0.183, 4.257], [2.452, 2.405, -3.087], [1.527, 3.920, -1.879], [-0.620, -0.583, 0.861], [4.176, 3.570, -4.374], [2.934, 1.099, -3.130], [-1.401, 2.276, -2.710], [3.399, 0.717, -4.031], [0.415, -0.258, 3.197], [1.298, 2.457, 0.095], [1.746, 2.071, -0.812], [-3.538, -0.016, 0.906], [1.631, 1.700, 6.720], [-3.123, -0.970, -3.913], [-1.113, -4.030, 3.748], [1.425, 1.050, 4.728], [-0.505, -2.487, 0.504], [2.770, 0.269, -2.033], [2.981, 0.730, 6.101], [-1.196, 3.223, -3.201], [-0.725, 1.236, 1.968], [-4.554, -0.417, -0.912], [1.869, -1.266, 4.725], [-3.404, -0.220, -0.154], [-0.180, 2.434, 4.537], [-1.399, 1.194, -4.903], [2.311, 3.182, -4.362], [2.139, 0.737, -0.880], [-0.620, -0.885, -3.687], [-1.157, -3.162, 2.666], [1.229, 3.280, -4.884], [-2.061, -0.421, -2.129]], "forces_ev_per_angstrom": [[0.03, 0.00, 0.05], [0.01, -0.01, -0.01], [-0.01, 0.01, 0.02], [-0.12, -0.05, -0.04], [0.00, 0.00, 0.03], [-0.03, -0.03, 0.00], [0.00, 0.01, 0.02], [-0.03, -0.04, -0.16], [0.07, 0.09, -0.10], [0.01, -0.01, 0.01], [-0.25, 0.27, -0.06], [-0.01, 0.01, 0.00], [0.01, 0.00, 0.02], [0.01, -0.02, -0.01], [0.03, 0.02, -0.05], [0.01, 0.00, 0.00], [0.01, -0.01, 0.00], [-0.03, 0.01, 0.01], [-0.06, 0.02, 0.01], [0.11, 0.21, -0.14], [0.00, -0.01, 0.00], [0.07, 0.11, -0.07], [-0.21, 0.21, -0.15], [0.04, 0.01, -0.03], [-0.02, 0.01, -0.03], [0.03, -0.01, -0.04], [-0.22, -0.42, 0.27], [0.03, -0.11, -0.09], [-0.01, 0.01, -0.02], [-0.07, -0.01, -0.04], [0.00, 0.06, 0.01], [-0.01, -0.01, 0.02], [0.05, -0.03, 0.09], [-0.10, -0.05, 0.13], [-0.04, -0.16, 0.02], [-0.08, -0.01, 0.01], [-0.01, 0.00, 0.00], [0.52, 0.47, -1.61], [0.03, 0.02, -0.03], [0.02, -0.02, 0.00], [0.09, -0.09, -0.09], [-0.02, 0.00, 0.01], [0.18, 0.09, 0.28], [0.01, 0.00, 0.01], [-0.08, 0.02, 0.02], [0.02, -0.02, 0.02], [0.00, 0.00, 0.01], [0.00, -0.02, 0.00], [-0.12, 0.14, 0.12], [0.06, 0.04, -0.02], [0.02, -0.87, 0.65], [0.04, -0.02, 0.00], [0.01, 0.00, -0.01], [-0.01, 0.04, 0.01], [-0.04, 0.37, 0.69], [-0.10, -0.13, 0.22], [0.00, 0.01, -0.03], [0.17, 0.17, -0.18], [0.00, 0.00, 0.01], [0.11, 0.01, 0.13], [0.20, 0.01, -0.16], [0.02, -0.13, -0.04], [-0.01, -0.05, 0.04], [-0.07, -0.13, 0.12], [-0.20, -0.05, 0.09], [-0.09, 0.01, 0.04]], "energy_ev": -116236.0735, "charge": 2}

Values for orbital gap, eV, ordered as above
9.2; 10.0; 7.9